No. 1
Entry from the Open Molecules 2025 dataset: a single C17H27ClN2O3S2 molecule (ωB97M-V with the def2-TZVPD basis set).

```
! wB97M-V def2-TZVPD RIJCOSX def2/J DEFGRID3
* xyz 0 1
C 1.19 2.42 1.30
C 1.53 1.03 1.81
S 2.91 0.36 0.84
C 3.05 -1.30 1.60
C 3.78 -1.27 2.93
C 3.78 -2.20 0.60
O 4.95 -2.50 0.80
N 3.10 -2.68 -0.47
C 3.79 -3.58 -1.39
C 1.73 -2.33 -0.83
C 1.66 -1.51 -2.11
O 0.34 -1.10 -2.40
C -0.19 -0.17 -1.46
C -1.24 -0.81 -0.55
N -2.47 -0.03 -0.48
C -3.44 -0.25 -1.54
C -2.58 0.90 0.50
O -1.70 1.08 1.33
C -3.82 1.74 0.50
C -3.92 2.99 -0.19
C -2.81 3.53 -1.04
C -5.12 3.58 0.03
S -6.14 2.66 1.05
C -4.94 1.45 1.22
Cl -5.21 0.05 2.16
H 0.34 2.82 1.85
H 2.04 3.10 1.43
H 0.92 2.40 0.24
H 1.80 1.06 2.86
H 0.66 0.38 1.70
H 2.03 -1.66 1.74
H 3.81 -2.27 3.37
H 4.80 -0.92 2.79
H 3.26 -0.61 3.63
H 4.65 -4.00 -0.88
H 3.10 -4.37 -1.69
H 4.14 -3.06 -2.28
H 1.14 -3.25 -0.95
H 1.29 -1.76 -0.03
H 2.32 -0.64 -2.01
H 1.99 -2.09 -2.97
H 0.62 0.28 -0.88
H -0.66 0.63 -2.04
H -1.49 -1.79 -0.97
H -0.87 -0.94 0.46
H -4.28 0.42 -1.42
H -2.98 -0.07 -2.52
H -3.80 -1.28 -1.51
H -2.68 2.93 -1.95
H -3.02 4.55 -1.34
H -1.86 3.51 -0.50
H -5.46 4.53 -0.36
*
```

Values from the calculation:
- F_max (eV/Å) = 0.18
- SMILES = CCS[C@H](C)C(=O)N(C)CCOCCN(C)C(=O)c1c(C)csc1Cl
- Kohn-Sham gap (Eh) = 0.3372
- E_LUMO (eV) = 0.56
- DFT total energy (eV) = -61383.0660



No. 2
Entry from the Open Molecules 2025 dataset: C17H27ClN2SW as an isolated structure in a non-equilibrium geometry (ωB97M-V with the def2-TZVPD basis set).

```
! wB97M-V def2-TZVPD RIJCOSX def2/J DEFGRID3
* xyz 2 3
C 0.26 -0.91 -6.18
C -0.93 -1.80 -6.58
C 0.17 0.45 -6.88
C 1.59 -1.60 -6.51
Cl 0.18 -0.64 -4.39
H 0.21 0.33 -7.97
H 1.00 1.10 -6.58
H -0.78 0.95 -6.63
H -0.91 -1.99 -7.66
H -1.88 -1.32 -6.33
H -0.87 -2.77 -6.07
H 1.67 -1.78 -7.59
H 1.66 -2.57 -6.00
H 2.43 -0.97 -6.21
C -2.16 0.85 1.71
C -1.55 1.83 0.85
C -1.68 1.38 -0.51
H -1.26 2.86 1.17
C -2.26 0.06 -0.46
C -2.50 -0.28 0.89
H -2.91 -1.23 1.28
H -2.25 0.92 2.80
H -1.53 1.99 -1.41
H -2.55 -0.54 -1.35
C 2.33 -0.58 1.35
C 1.97 0.60 2.10
C 1.66 1.64 1.13
H 1.92 0.72 3.19
C 1.97 1.14 -0.17
C 2.37 -0.24 -0.02
H 2.73 -0.90 -0.85
H 2.52 -1.57 1.80
H 1.44 2.70 1.40
H 2.07 1.75 -1.09
W -0.01 0.24 0.25
C -1.09 -1.38 6.25
N -0.36 -1.16 4.99
C -0.23 0.02 4.38
S -0.18 -0.28 2.62
N -0.11 1.22 4.96
C 0.42 1.46 6.32
H -1.34 -0.39 6.61
H -0.37 -1.89 6.87
H -1.96 -1.99 6.06
H -0.30 -1.93 4.33
H -0.13 1.99 4.32
H 1.29 2.08 6.25
H -0.38 1.96 6.84
H 0.64 0.48 6.73
*
```

Values from the calculation:
- F_max (eV/Å) = 4.48
- Kohn-Sham gap (spin up / spin down) (Eh) = 0.2492 / 0.2421
- E_LUMO (spin up / spin down) (eV) = -7.85 / -8.05
- DFT total energy (eV) = -46210.4576



No. 3
Entry from the Open Molecules 2025 dataset: C17H27ClNO2 as an isolated structure in a non-equilibrium geometry (ωB97M-V with the def2-TZVPD basis set).

```
! wB97M-V def2-TZVPD RIJCOSX def2/J DEFGRID3
* xyz 1 1
C -0.85 -2.95 0.59
C 0.31 -2.63 0.80
C 1.35 -2.48 -0.15
C 2.29 -1.18 0.08
C 3.43 -1.24 0.82
C 4.20 -0.01 1.30
C 3.96 1.30 0.70
C 2.85 1.04 -0.29
C 2.10 -0.06 -0.52
O 0.91 0.07 -1.38
C 0.93 0.76 -2.31
C -0.39 0.69 -3.01
H -0.73 -0.18 -3.46
H -0.56 1.38 -3.92
O -1.28 1.36 -2.17
C -2.54 1.04 -1.85
C -2.55 -0.22 -1.17
N -1.51 -0.11 0.01
H -0.86 0.17 -0.46
H -1.21 -1.08 0.41
C -1.91 0.50 1.16
C -2.63 -0.29 2.37
H -3.16 0.21 3.09
H -1.98 -0.96 2.76
H -3.52 -1.18 1.67
C -0.80 1.18 1.80
C -0.22 2.56 0.94
H -0.24 2.17 0.11
H -0.92 3.36 1.29
H 0.66 2.88 1.48
H 0.05 0.35 1.88
H -0.88 1.37 2.78
H -2.68 1.37 0.90
H -3.48 -0.50 -0.75
H -2.23 -1.17 -1.73
H -3.27 1.63 -1.26
H -3.09 0.59 -2.99
H 1.16 2.10 -2.08
H 1.66 0.46 -3.17
H 2.67 2.08 -0.55
H 4.39 2.15 0.87
Cl 5.49 -0.04 2.70
H 3.71 -2.11 1.57
H 1.19 -2.27 -1.23
H 2.29 -3.38 -0.07
H 0.62 -2.46 1.78
H -1.56 -3.14 1.24
H -1.16 -3.11 -0.59
*
```

Values from the calculation:
- F_max (eV/Å) = 18.61
- Kohn-Sham gap (Eh) = 0.3486
- E_LUMO (eV) = -2.51
- DFT total energy (eV) = -36153.0636



No. 4
Entry from the Open Molecules 2025 dataset: a 2-piece molecular cluster, C17H27F9N4O6PS3 overall in a non-equilibrium geometry (ωB97M-V with the def2-TZVPD basis set).

```
! wB97M-V def2-TZVPD RIJCOSX def2/J DEFGRID3
* xyz -1 1
C 3.15 3.35 -1.49
C 2.42 2.82 -0.66
N 1.91 1.97 0.38
C 0.88 1.06 -0.08
N 1.15 -0.24 -0.75
C 1.99 -0.99 0.24
C 1.64 -2.53 0.39
C 0.20 -2.95 -0.12
C 0.15 -4.52 -0.26
C -1.09 -5.31 0.29
F -0.61 -6.26 1.23
F -1.54 -6.14 -0.79
C -2.37 -4.52 0.76
F -2.77 -3.48 -0.08
F -3.43 -5.45 0.68
S -2.41 -3.89 2.52
F -4.09 -3.92 2.44
F -2.52 -5.42 3.16
F -0.78 -3.82 2.67
F -2.54 -2.29 2.05
F -2.51 -3.33 4.08
N 1.82 0.03 -1.96
C 2.48 -1.16 -2.55
C 4.08 -1.09 -2.65
O 1.94 -2.19 -2.92
C 0.86 0.55 -3.00
C 0.99 2.01 -3.62
O -0.06 -0.13 -3.44
N -0.38 1.45 0.16
C -0.54 2.76 0.90
C -2.03 3.06 1.38
C -2.89 3.93 0.33
C -4.40 3.41 0.45
P -1.76 0.46 -0.39
S -2.68 1.26 -1.93
H 3.76 3.71 -2.36
H 2.65 1.53 0.93
H 3.11 -0.82 0.11
H 1.76 -0.52 1.26
H 1.76 -2.90 1.46
H 2.43 -3.10 -0.23
H 0.05 -2.50 -1.16
H -0.56 -2.47 0.56
H 0.29 -4.78 -1.37
H 1.09 -4.94 0.24
H 4.47 -2.07 -2.20
H 4.41 -0.28 -1.91
H 4.45 -0.90 -3.69
H 0.68 2.78 -2.83
H 0.31 2.17 -4.50
H 2.07 2.22 -3.92
H -0.25 3.59 0.19
H 0.10 2.76 1.85
H -2.59 2.16 1.77
H -1.92 3.75 2.29
H -2.90 5.02 0.67
H -2.47 3.90 -0.72
H -5.12 4.27 0.27
H -4.65 2.55 -0.24
H -4.58 3.04 1.51
H -2.73 0.28 0.64
H -1.36 -0.84 -0.81
O 1.22 3.79 3.05
S 2.31 4.79 2.96
O 2.02 5.71 1.83
O 3.59 4.08 2.71
O 2.39 5.55 4.22
*
```

Values from the calculation:
- F_max (eV/Å) = 4.82
- Kohn-Sham gap (Eh) = 0.1013
- E_LUMO (eV) = -0.09
- DFT total energy (eV) = -102552.7404